Computed, not measured: a structure of composition C5H13NO, with ωB97M-V/def2-TZVPD.

Geometry (Å):
C: -2.3203 0.6006 -0.4985
N: -2.0656 -0.0393 0.8521
C: -0.7230 -0.4904 1.0817
C: 0.2713 0.2147 0.3134
C: 3.8565 0.0469 0.5941
O: 0.9761 -0.2874 -0.7703
C: -2.2666 -0.4789 -1.5416
H: -3.3063 1.0967 -0.4624
H: -1.5857 1.3909 -0.6404
H: -2.3137 0.7431 1.4747
H: -0.5339 -0.9764 2.0194
H: 3.0271 -0.5372 0.1969
H: 0.5059 1.2558 0.5733
H: 4.5013 -0.6104 1.1622
H: 4.2083 0.4174 -0.3630
H: 3.3931 0.7863 1.2416
H: 1.1433 -0.7005 0.2939
H: -2.7633 -1.3976 -1.2468
H: -2.7394 -0.1957 -2.4835
H: -1.2652 -0.8385 -1.7966

The value obtained for the relative energy (zero: lowest compared OMol25 entry of this formula, charge and spin) is 7.445 eV. The calculation puts the maximum force at 3.10 eV/A. As for the HOMO energy: -7.1 eV. For the frontier orbital gap, the calculation gives 6.6 eV. Its net charge is 0.